The following is a quantum chemistry calculation of a cluster of 2 separate species, C5H14NO in total at a distorted geometry, from the OMol25 dataset.

Structure (XYZ):
```
21
Properties=species:S:1:pos:R:3:lowdin_spin:R:1
C 2.52752 -1.63081 1.55144 0.27
C 2.40930 -0.28713 1.01593 0.22
C 1.63676 -0.14886 -0.27909 0.08
C 0.13153 -0.40679 -0.31513 0.02
C -0.62575 0.37499 -1.07674 0.02
N -2.09978 0.14795 -1.21594 0.00
H 2.60459 -1.64507 2.67917 0.09
H 3.54087 -2.15200 1.44379 0.10
H 1.85126 -2.36738 1.10058 0.01
H 3.41907 0.17888 1.07068 0.05
H 1.80405 0.35547 1.73175 0.11
H 2.06913 -0.69263 -1.12947 0.03
H 1.71823 0.91050 -0.51957 0.00
H -0.21103 -1.39860 0.00093 0.00
H -0.30330 1.24346 -1.62049 0.00
H -2.56816 0.97388 -0.80648 0.00
H -2.36096 -0.72317 -0.76177 0.00
H -2.32237 0.06400 -2.21757 0.00
H -4.91210 2.32221 0.38198 0.00
H -4.12075 2.82219 -0.81137 0.00
O -4.18810 2.05891 -0.22263 0.00
```

The value obtained for the largest force on an atom is 1.86 eV/Å. Its highest occupied orbital energy (alpha / beta) is -18.212 / -18.212 eV. The multiplicity is 2. The value obtained for the HOMO-LUMO gap (alpha / beta) is 0.4163 / 0.1642 hartree. The net charge is +2. For the energy above the lowest of the compared OMol25 structures with the same formula, charge and spin, the calculation gives 2.0698 eV.